Below is a cluster of 7 separate species, C34H89N7O10 in total, with properties calculated with ωB97M-V/def2-TZVPD.

Structure (XYZ):
```
140
Properties=species:S:1:pos:R:3:forces:R:3
O -7.355 0.152 0.493 -0.137 -1.383 0.267
O -2.033 -1.205 -4.209 -1.850 0.145 -1.132
O 0.628 6.166 -0.109 0.339 -0.611 0.892
O -2.277 -1.142 6.455 -0.749 0.197 -0.368
O 1.125 -3.812 3.910 -0.955 -0.658 -1.200
O -2.422 4.838 2.361 -0.777 -0.352 0.535
O -2.857 0.347 -0.579 0.571 0.877 -2.653
O 3.384 -0.085 0.910 0.178 -0.650 -0.192
O 7.870 -2.846 -0.415 -0.878 -2.734 -1.206
O 3.506 -3.204 -5.717 -1.019 0.311 0.564
N -1.745 -2.644 3.268 1.855 -0.374 0.618
N -0.633 7.899 3.433 -0.610 0.694 -0.241
N 0.751 -0.162 -0.027 -0.272 -0.163 -0.441
N -7.930 -2.798 -1.651 -1.393 -0.405 0.945
N -0.078 -3.056 -4.790 1.559 0.368 1.868
N 6.549 -2.518 -3.905 -0.520 0.279 0.691
N 1.157 3.221 0.888 -1.347 0.469 0.636
C 8.714 -2.259 0.506 0.288 1.795 -1.250
C -2.755 -0.099 7.341 0.612 0.125 -0.018
C -1.411 -2.167 4.573 -1.603 1.051 0.002
C 3.079 -0.695 -0.351 0.587 0.590 -0.050
C 1.828 5.342 -0.286 -0.753 0.026 1.031
C -8.193 -0.964 0.141 0.902 -0.285 -0.953
C 0.601 7.316 -0.934 0.824 -0.075 -0.370
C -0.651 -0.566 0.075 0.766 0.220 0.058
C -7.805 0.810 1.667 0.209 0.421 -0.813
C 4.773 0.027 1.138 0.940 0.418 -0.505
C -3.167 7.430 3.552 1.543 0.570 -0.184
C 0.311 -4.094 2.747 1.047 0.449 -0.185
C -1.241 -3.908 2.818 -0.179 -0.539 0.077
C -7.511 -1.471 -1.173 -0.332 0.558 -1.357
C 6.708 -3.123 -2.590 1.699 -0.304 0.498
C -3.627 -0.486 0.139 -1.221 -0.501 0.955
C 4.005 -3.769 -6.908 -0.788 -1.357 0.308
C -3.224 -0.498 -3.778 0.892 -0.423 -1.182
C 1.674 -1.224 -0.333 0.797 0.451 -0.235
C 2.410 -3.885 -5.016 0.143 0.633 -1.003
C -7.818 -0.409 -2.330 0.041 -1.195 0.392
C 0.256 -1.691 -4.214 -0.194 -1.792 -2.551
C -1.710 6.872 3.468 0.360 0.021 2.893
C 2.060 4.365 0.928 0.139 -1.660 -0.326
C 7.571 -2.216 -1.671 -0.593 0.165 1.301
C 2.555 -4.031 3.655 -0.857 1.431 -0.044
C 0.929 -3.679 -5.667 0.901 -0.206 0.662
C 3.446 3.685 1.089 0.494 2.134 0.500
C -2.353 -0.983 5.022 0.699 -0.451 1.704
C -2.593 3.951 1.228 0.222 1.446 0.888
C 7.311 -4.567 -2.693 -1.448 0.776 1.322
C -0.911 -1.271 -3.426 -0.077 0.960 0.980
C -1.471 5.930 2.386 -1.017 -1.666 -4.066
C -1.547 0.619 -0.208 0.268 0.631 -0.451
H -0.150 8.079 -0.727 -0.469 -0.682 0.738
H -7.012 1.125 2.345 0.505 -0.427 -0.164
H 5.306 0.186 0.200 -0.040 0.192 -0.288
H 1.601 4.690 -1.130 0.621 0.137 -0.440
H 0.628 -3.505 1.887 0.317 0.414 0.064
H 3.232 -4.010 -7.638 -0.309 0.851 -0.402
H -1.521 1.346 0.604 0.036 -0.143 0.490
H -2.473 4.471 0.277 0.383 0.061 -0.102
H -7.338 -3.170 -2.381 0.140 0.553 -0.416
H -4.586 -0.658 -0.350 -0.102 0.512 -0.148
H 5.973 -3.192 -4.388 0.105 0.395 -0.849
H 4.031 4.495 1.525 0.905 0.153 -0.691
H 1.090 -3.180 -6.622 0.125 0.521 -0.094
H -7.509 0.624 -2.174 0.005 -0.240 0.351
H 5.707 -3.071 -2.163 -0.055 -0.692 0.206
H -3.789 -0.452 -4.709 -0.431 -0.351 0.265
H -8.173 1.742 1.238 -1.103 0.090 0.892
H 0.230 3.555 0.666 -0.270 -0.390 -0.219
H -3.630 3.615 1.237 0.018 -0.080 0.262
H 4.334 -4.791 -6.715 0.805 -0.161 0.304
H -0.721 -0.259 -3.069 0.223 0.027 0.848
H -8.304 -1.691 0.946 1.063 -0.511 0.293
H 3.223 0.012 -1.168 -0.378 0.699 0.050
H -7.498 -0.716 -3.326 0.850 -0.264 0.168
H -0.514 5.490 2.106 0.622 0.448 1.113
H 0.432 -5.125 2.415 -0.057 -0.292 0.243
H -1.685 -4.069 1.836 0.503 -0.072 -0.205
H -2.095 -2.026 2.551 -0.339 0.428 -0.096
H 8.469 -1.834 -2.157 0.214 -0.081 -0.134
H -1.158 1.167 -1.066 0.296 -0.141 -0.009
H 0.151 7.593 3.991 0.324 -0.672 -0.316
H -1.999 0.006 4.729 0.512 -0.040 -0.159
H -1.010 -2.910 -5.150 0.141 -0.563 -0.672
H 1.133 -1.647 -3.567 0.197 -0.254 -0.411
H -3.235 -1.501 0.189 0.464 -0.306 0.735
H 3.517 3.005 1.938 -0.834 -0.512 -0.348
H -8.889 -0.470 -2.518 -0.293 0.294 0.611
H 6.565 -5.199 -3.174 0.472 0.036 -1.007
H 7.318 -5.056 -1.719 0.542 0.331 0.329
H -3.700 0.371 7.067 0.028 -0.191 -0.383
H -0.822 -1.388 -0.619 -0.050 0.184 -0.252
H 6.923 -1.395 -1.364 0.091 0.710 -0.550
H -1.673 6.555 1.517 -0.036 0.057 -0.670
H 4.810 -3.159 -7.317 -0.260 0.018 0.139
H 1.540 7.852 -0.802 0.279 0.046 -0.380
H -3.072 0.556 -3.548 0.531 -0.073 0.565
H 7.404 -2.284 -4.390 0.072 -0.432 -0.053
H 2.688 -4.935 -4.920 -0.294 -0.334 -0.410
H -0.891 -0.971 1.059 -0.030 -0.261 0.654
H -3.356 -1.045 4.598 -0.311 -0.468 0.257
H -8.458 0.124 2.207 -0.507 0.665 0.135
H 3.914 3.264 0.199 -0.140 0.093 -0.012
H -3.442 8.031 2.685 0.046 -0.301 -0.368
H -0.387 -1.816 4.706 0.547 0.016 -0.686
H 2.686 6.003 -0.402 0.115 -0.062 -0.339
H 0.448 7.018 -1.972 0.247 0.069 -0.260
H 8.996 -2.900 1.340 -0.556 -0.067 -0.144
H -1.625 -4.735 3.416 -0.215 0.263 0.616
H -2.863 -0.489 8.353 -0.156 -0.645 -0.316
H -3.107 8.170 4.349 -0.451 -0.182 0.375
H 3.783 -1.457 -0.685 0.153 -0.614 0.777
H 1.421 2.438 0.307 0.193 0.365 -0.353
H -3.820 0.063 1.061 -0.318 -0.876 0.963
H 1.657 -2.021 0.411 -0.233 -0.573 -0.023
H 1.916 4.867 1.885 -0.342 0.381 -0.157
H -9.259 -0.764 0.038 -0.090 0.973 -0.777
H -6.480 -1.753 -0.957 0.631 1.823 0.252
H -1.505 6.397 4.428 -0.664 -0.653 0.270
H 0.555 -4.664 -5.946 -0.044 -0.074 0.170
H 2.820 -5.035 3.322 -0.248 -0.099 0.416
H -1.422 -3.037 5.229 -0.425 0.094 0.311
H 2.541 -3.518 -3.997 -0.618 0.353 -0.048
H 0.326 -1.122 -5.140 0.646 1.078 0.427
H 9.622 -1.939 -0.004 0.513 -0.039 0.087
H -7.667 -3.375 -0.865 -0.445 -0.709 0.157
H -3.920 6.665 3.742 0.272 0.068 0.031
H -1.932 3.090 1.316 0.132 0.118 -0.091
H -1.009 -2.045 -2.665 -0.257 0.171 0.717
H 5.282 -0.835 1.569 -0.557 -0.502 0.224
H 1.146 0.343 0.753 -0.518 0.198 0.344
H -3.750 -1.033 -2.987 0.000 0.103 0.033
H 8.212 -1.325 0.761 0.219 0.285 1.080
H 5.038 0.880 1.763 -0.558 0.071 0.112
H 2.881 -3.314 2.902 -0.067 -0.060 -0.382
H -1.981 0.656 7.482 0.020 0.277 -0.508
H -0.933 8.653 4.034 -0.444 0.567 -0.236
H 3.037 -3.668 4.563 0.006 -0.710 0.087
H 8.321 -4.507 -3.099 -0.266 -0.362 -0.310
H 1.568 -1.578 -1.358 -0.657 -0.457 0.104
```
Forces are in eV/Å.

Calculated values
- Gap between HOMO and LUMO (spin up / spin down): 7.78 / 3.16 eV
- Net charge: +1
- Highest occupied orbital energy (spin up / spin down): -0.3754 / -0.3754 Ha
- Largest force on an atom: 4.510 eV/A
- Spin multiplicity: 2